[1]
The following is a DFT calculation (ωB97M-V/def2-TZVPD) of a 13-piece molecular cluster, C4H34N2O13 overall at a distorted geometry.

Output
**Charge**: 0
**HOMO-LUMO gap**: 0.358 Eh

```
53
Properties=species:S:1:pos:R:3:nbo_charge:R:1
N 0.029 0.701 -2.256 -0.81
C -2.091 2.532 -1.494 -0.61
C -1.350 1.729 -0.430 -0.41
C -0.574 0.510 -0.965 -0.15
C 0.351 -0.001 0.116 0.70
N -0.219 -0.787 1.030 -0.81
O 1.565 0.259 0.063 -0.75
H 0.439 -0.130 -2.646 0.36
H 0.689 1.460 -2.351 0.37
H -1.530 3.262 -2.070 0.21
H -2.799 3.160 -0.951 0.22
H -2.604 1.813 -2.129 0.22
H -0.664 2.340 0.161 0.20
H -2.079 1.264 0.244 0.23
H -1.271 -0.316 -1.164 0.19
H -1.220 -0.689 1.149 0.41
H 0.288 -1.161 1.824 0.42
H 2.633 -0.111 -2.927 0.48
H 3.505 1.062 -3.256 0.48
O 2.779 0.553 -3.633 -0.99
H -2.101 -1.208 3.586 0.50
H -3.651 -1.212 3.815 0.50
O -2.954 -1.067 3.172 -0.98
H -3.371 -3.154 0.666 0.47
H -2.527 -2.681 -0.546 0.47
O -3.400 -2.640 -0.144 -0.94
H 1.374 -1.605 -4.221 0.46
H 0.284 -1.425 -5.247 0.47
O 0.961 -2.052 -4.969 -0.93
H 2.089 0.261 1.835 0.48
H 3.509 0.348 1.991 0.48
O 2.748 0.132 2.557 -0.98
H 3.144 2.732 -0.938 0.47
H 2.987 1.235 -0.846 0.49
O 3.657 1.938 -0.846 -0.96
H 2.301 -1.027 -1.115 0.49
H 3.815 -1.354 -1.242 0.49
O 2.964 -1.451 -1.680 -0.96
H -1.782 -3.279 2.863 0.45
H -0.593 -3.163 3.803 0.49
O -1.530 -3.449 3.775 -0.97
H 1.392 0.822 4.565 0.49
H 0.324 1.121 3.480 0.48
O 0.448 0.794 4.373 -0.96
H -3.881 0.609 0.849 0.46
H -3.528 0.437 2.301 0.49
O -3.743 1.126 1.651 -0.96
H 1.166 1.907 -4.661 0.50
H 0.245 3.125 -4.020 0.47
O 0.440 2.528 -4.737 -0.98
H 1.655 -2.472 4.061 0.50
H 0.834 -1.190 3.898 0.51
O 0.847 -2.134 3.658 -0.99
```



[2]
The following is a DFT calculation (ωB97M-V/def2-TZVPD) of a 13-piece molecular cluster, C4H34N2O13S overall at a distorted geometry.

Output
**Charge**: -2
**HOMO-LUMO gap**: 0.232 Eh

```
54
Properties=species:S:1:pos:R:3:nbo_charge:R:1
C 0.428 -0.738 0.246 -0.24
N -0.205 0.182 1.242 -0.73
C 0.664 1.038 2.110 0.10
O 0.776 2.320 1.600 -0.95
C 0.091 -0.526 -1.244 -0.12
C 0.260 -1.847 -1.981 -0.52
S -0.373 -2.001 -3.704 -0.71
N 0.844 0.548 -1.834 -0.91
H 1.517 -0.926 0.452 0.18
H -0.121 -1.718 0.660 0.20
H -0.895 0.713 0.708 0.38
H 0.114 1.126 3.040 0.14
H 1.707 0.659 2.246 0.14
H -0.977 -0.153 -1.319 0.19
H -0.205 -2.725 -1.395 0.18
H 1.377 -2.151 -2.032 0.18
H 1.519 0.294 -2.535 0.38
H 1.218 1.159 -1.078 0.38
H 3.889 -0.156 1.015 0.46
H 3.873 1.243 0.379 0.50
O 4.431 0.631 0.883 -0.98
H 0.022 -2.324 3.970 0.46
H -0.078 -1.249 2.998 0.50
O 0.439 -1.500 3.779 -0.96
H -0.107 3.000 -1.129 0.46
H -0.074 2.854 0.433 0.52
O -0.657 3.139 -0.359 -1.00
H -2.408 -1.333 0.630 0.49
H -3.472 -2.373 0.337 0.49
O -2.590 -2.271 0.703 -0.98
H -0.649 -4.718 -1.684 0.48
H -1.681 -4.175 -0.719 0.49
O -1.469 -4.981 -1.195 -0.97
H 1.452 3.084 2.779 0.50
H 2.940 3.022 3.149 0.45
O 2.144 3.422 3.428 -1.02
H -0.671 1.241 -3.793 0.50
H -0.397 2.295 -3.026 0.46
O -0.829 2.203 -3.901 -0.97
H 3.022 3.318 -0.021 0.47
H 1.995 2.361 0.453 0.51
O 2.738 2.435 -0.257 -1.02
H 2.450 0.405 4.504 0.48
H 2.564 -0.903 3.597 0.49
O 2.960 -0.377 4.327 -0.97
H -3.679 0.338 -0.873 0.51
H -4.394 -0.856 -1.534 0.48
O -4.124 -0.501 -0.677 -1.01
H -1.838 2.157 -0.901 0.51
H -2.372 1.773 -2.284 0.48
O -2.678 1.721 -1.379 -1.03
H -2.580 -2.006 -3.148 0.50
H -2.699 -3.491 -2.800 0.48
O -3.208 -2.685 -2.865 -1.02
```



[3]
The following is a DFT calculation (ωB97M-V/def2-TZVPD) of a 14-piece molecular cluster, C4H34O13 overall at a distorted geometry.

Output
**Charge**: 0
**HOMO-LUMO gap**: 0.350 Eh

```
51
Properties=species:S:1:pos:R:3:nbo_charge:R:1
C -1.565 2.198 1.725 -0.66
C -0.820 1.017 2.311 0.02
C -1.243 0.518 3.464 -0.43
C 0.123 0.315 1.392 -0.70
H -0.933 2.816 1.074 0.20
H -1.802 2.912 2.514 0.22
H -2.381 1.875 1.081 0.24
H -0.870 -0.414 3.878 0.19
H -1.884 1.044 4.163 0.20
H 0.423 -0.707 1.694 0.25
H 1.103 0.779 1.269 0.22
H -0.291 0.276 0.386 0.22
H -2.334 -0.999 1.473 0.49
H -1.318 -2.124 1.092 0.50
O -2.248 -1.864 1.054 -0.97
H 2.844 3.252 0.161 0.49
H 1.869 3.535 1.334 0.49
O 2.548 2.932 1.017 -0.96
H -4.308 1.714 -2.530 0.48
H -3.803 1.094 -1.252 0.48
O -3.995 1.961 -1.644 -1.00
H 1.848 0.128 -2.358 0.51
H 1.263 1.555 -2.325 0.47
O 1.608 0.857 -1.755 -0.99
H 4.061 -1.092 1.910 0.49
H 2.913 -0.231 2.326 0.49
O 3.247 -1.133 2.425 -0.95
H 1.105 -2.501 -2.662 0.50
H -0.242 -2.393 -3.355 0.48
O 0.697 -2.226 -3.492 -0.99
H 1.976 -2.277 1.730 0.52
H 0.713 -3.151 2.341 0.50
O 1.036 -2.534 1.684 -1.01
H -2.814 -0.640 -1.161 0.50
H -3.543 -1.193 0.101 0.50
O -3.577 -0.503 -0.574 -1.01
H -0.294 -0.022 -1.469 0.50
H -1.313 1.150 -1.522 0.49
O -1.203 0.210 -1.704 -0.99
H -4.615 -0.621 -2.962 0.49
H -3.340 -0.036 -3.549 0.48
O -4.298 0.070 -3.561 -0.95
H 3.571 1.969 2.011 0.49
H 3.686 1.730 3.466 0.46
O 4.250 1.717 2.682 -0.97
H 3.676 -0.727 -4.056 0.48
H 2.259 -1.334 -4.134 0.51
O 2.788 -0.647 -3.692 -0.98
H 2.389 -2.299 -0.926 0.47
H 1.368 -3.010 -0.073 0.51
O 1.672 -2.946 -1.000 -0.98
```



[4]
The following is a DFT calculation (ωB97M-V/def2-TZVPD) of a 14-piece molecular cluster, C4H35N2O15 overall at a distorted geometry.

Output
**Charge**: -1
**HOMO-LUMO gap**: 0.327 Eh

```
56
Properties=species:S:1:pos:R:3:nbo_charge:R:1
O 1.517 -0.383 0.856 -0.80
C 0.743 0.160 0.041 0.80
O 0.249 1.320 0.316 -0.84
C 0.171 -0.538 -1.221 -0.17
C 1.414 -1.395 -1.745 -0.42
C 1.020 -2.262 -2.967 -0.22
N 0.155 -3.416 -2.548 -0.86
N -0.367 0.371 -2.173 -0.85
H -0.547 -1.308 -0.882 0.18
H 1.780 -1.902 -0.882 0.24
H 2.187 -0.819 -2.277 0.21
H 0.573 -1.729 -3.794 0.19
H 1.918 -2.753 -3.319 0.18
H -0.833 -3.264 -2.440 0.35
H 0.506 -3.678 -1.625 0.35
H -1.103 0.966 -1.764 0.38
H -0.939 -0.034 -2.916 0.34
H 1.699 -3.163 2.453 0.49
H 1.146 -1.849 1.595 0.50
O 1.190 -2.847 1.698 -1.01
H 3.382 0.178 2.861 0.50
H 2.640 -1.111 2.356 0.48
O 3.184 -0.743 3.048 -0.98
H -1.519 2.678 -2.983 0.46
H -0.868 3.348 -1.743 0.48
O -0.780 3.241 -2.721 -0.94
H -2.434 -1.555 -2.205 0.45
H -2.929 -2.346 -0.959 0.50
O -3.219 -1.759 -1.689 -0.97
H -2.489 -0.971 1.994 0.50
H -2.832 0.034 0.830 0.51
O -3.238 -0.511 1.556 -1.00
H -0.569 4.277 1.054 0.50
H -1.781 3.677 0.516 0.47
O -1.000 4.148 0.195 -0.95
H -0.506 -1.232 3.060 0.47
H -0.476 -2.332 2.204 0.50
O -1.128 -1.948 2.838 -0.97
H -3.076 1.829 -0.242 0.47
H -1.496 2.031 -0.330 0.52
O -2.213 1.397 -0.163 -0.98
H 1.995 3.509 1.255 0.46
H 1.308 2.206 1.598 0.50
O 1.993 2.816 1.932 -0.99
H 4.081 1.525 0.577 0.47
H 3.340 0.449 0.134 0.48
O 4.057 0.563 0.775 -0.95
H 2.322 3.164 -2.151 0.47
H 1.731 2.207 -1.217 0.49
O 2.572 2.700 -1.338 -0.97
H -2.672 -3.638 1.204 0.48
H -3.351 -2.139 1.169 0.51
O -3.165 -2.998 0.679 -1.01
H -1.304 1.777 2.465 0.48
H -0.755 1.710 3.775 0.47
O -1.288 2.339 3.261 -0.95
```



HOMO energy readings, ordered: -9.94, -1.49, -9.54, -6.57 eV
Calculated total energy readings, ordered: -34298.670, -45134.712, -31317.323, -38411.624 eV
ΔE to the lowest compared entry with this formula, charge and spin readings, ordered: 2.314, 0.000, 0.000, 1.811 eV